[1]
Below is an isolated molecule of CH5INP in a non-equilibrium geometry, with properties calculated with ωB97M-V with the def2-TZVPD basis set.

## Properties
Kohn-Sham gap (spin up / spin down) (eV): 6.66 / 6.64
Energy relative to the best compared isomer or geometry (same formula, charge and spin) (kcal/mol): 78.69
LUMO level (spin up / spin down) (eV): -2.244 / -2.259
SMILES: CN=[PH2]I
E_HOMO (spin up / spin down) (eV): -8.9 / -8.9
Total charge: 0
Largest force on an atom (eV/A): 3.7

CARTESIAN COORDINATES (ANGSTROEM)
1 I -4.5339 0.0840 -0.0444
2 P -1.5105 0.6179 0.0454
3 N -0.0331 0.5886 -0.6365
4 C 0.8319 -0.5218 -0.3844
5 H 0.8766 -1.0956 -1.2099
6 H 1.7712 -0.0385 -0.3377
7 H 0.7064 -1.0379 0.4953
8 H -1.7341 1.9211 0.2696
9 H -1.2135 0.0316 1.2814



[2]
Below is a cluster of 2 separate species, CH5IO in total in a non-equilibrium geometry, with properties calculated with ωB97M-V with the def2-TZVPD basis set.

## Properties
Kohn-Sham gap (eV): 9.86
Energy relative to the best compared isomer or geometry (same formula, charge and spin) (kcal/mol): 0.00
LUMO level (eV): 0.047
SMILES: CI.O
E_HOMO (eV): -9.8
Total charge: 0
Largest force on an atom (eV/A): 1.2

CARTESIAN COORDINATES (ANGSTROEM)
1 I -0.6378 0.3922 -0.9870
2 O -2.4742 -1.1018 2.4482
3 C 1.5183 0.6030 -1.3629
4 H 2.0355 0.7155 -0.3952
5 H -1.5696 -1.4641 2.3117
6 H 1.7469 1.4824 -1.9883
7 H 1.9070 -0.2978 -1.8670
8 H -2.5263 -0.3295 1.8407



[3]
Below is a cluster of 2 separate species, CH5IOSi in total in a non-equilibrium geometry, with properties calculated with ωB97M-V with the def2-TZVPD basis set.

## Properties
Kohn-Sham gap (eV): 8.89
Energy relative to the best compared isomer or geometry (same formula, charge and spin) (kcal/mol): 95.03
LUMO level (eV): 0.150
SMILES: C=[SiH]O.I
E_HOMO (eV): -8.7
Total charge: 0
Largest force on an atom (eV/A): 4.2

CARTESIAN COORDINATES (ANGSTROEM)
1 I 3.3691 0.2640 -0.6530
2 Si -1.1142 -0.4548 0.4256
3 O 0.0743 -1.5699 0.1638
4 C -0.6456 1.1788 0.0771
5 H -1.5110 1.8601 0.4581
6 H 0.2153 1.7943 -0.0583
7 H -2.3373 -1.1992 0.5823
8 H 0.3781 -1.9427 -0.7429
9 H 1.5713 0.0696 -0.2527



[4]
Below is a cluster of 2 separate species, CH5IOSi in total in a non-equilibrium geometry, with properties calculated with ωB97M-V with the def2-TZVPD basis set.

## Properties
Kohn-Sham gap (eV): 8.08
Energy relative to the best compared isomer or geometry (same formula, charge and spin) (kcal/mol): 86.47
LUMO level (eV): -1.018
SMILES: O=[SiH2].CI
E_HOMO (eV): -9.1
Total charge: 0
Largest force on an atom (eV/A): 2.4

CARTESIAN COORDINATES (ANGSTROEM)
1 I -3.2924 0.1545 -0.0753
2 Si 2.3279 1.2669 -0.0686
3 O 1.2950 0.2187 0.3816
4 C -1.7004 -1.1648 0.1246
5 H -0.7915 -0.8419 0.5120
6 H 3.0399 2.1531 0.8727
7 H 2.3039 1.9156 -1.5240
8 H -1.2751 -1.5672 -0.7629
9 H -1.9072 -2.1348 0.5400



Which of these has the highest energy relative to the best compared isomer or geometry (same formula, charge and spin)?
number 3



Which formula does entry 1 have?
CH5INP